[1]
# C4H7BrN

The ion C4H7BrN with charge +1 at a distorted geometry (ωB97M-V with the def2-TZVPD basis set, OMol25).

The LUMO energy comes out at -0.20248 Ha. Its net charge is +1. Its spin multiplicity is 1. The calculation puts the frontier orbital gap at 8.84 eV. The SMILES is C=C(Br)[N+](=C)C. The energy above the lowest of the compared OMol25 structures with the same formula, charge and spin is 22.4 kcal/mol. The value obtained for the electronic energy is -2785.04279 Eh.

Geometry (Å):
C 1.01962 -1.91004 -0.77961
C 1.15942 -0.71306 -0.20265
Br 2.90601 0.09433 0.19426
N 0.11852 0.28543 0.18345
C -0.47063 0.25299 1.30744
C -0.17209 1.34807 -0.66084
H 1.94082 -2.48817 -0.91075
H 0.02362 -2.34194 -1.13192
H -1.12467 1.07157 1.50107
H -0.41492 -0.62665 1.92003
H 0.03001 2.39991 -0.33006
H -1.27916 1.40626 -0.92733
H 0.20618 1.13805 -1.69673

---

[2]
# C4H13N2OS

A cluster of 2 separate species, C4H13N2OS in total at a distorted geometry (ωB97M-V with the def2-TZVPD basis set, OMol25).

The LUMO energy comes out at 0.14588 Ha. Its net charge is -1. Its spin multiplicity is 1. The calculation puts the frontier orbital gap at 7.05 eV. The energy above the lowest of the compared OMol25 structures with the same formula, charge and spin is 33.0 kcal/mol. The value obtained for the electronic energy is -743.12647 Eh.

Geometry (Å):
C 0.30046 -0.22787 1.24995
N -1.11265 -0.29497 0.75052
C -1.96093 0.71481 1.43963
N -2.14567 2.04558 0.59404
C 1.32677 -0.59198 0.19250
C 1.44941 0.39222 -0.90356
S -0.03477 0.37156 -2.20050
H 0.43852 0.82151 1.74527
H 0.25768 -0.99955 1.99567
H -1.13313 -0.36423 -0.29385
H -1.53872 1.24769 2.32880
H -2.93157 0.43965 1.53538
H -2.88738 2.05512 -0.00419
H -1.33639 2.20714 0.02960
H 1.17734 -1.58536 -0.12332
H 2.29122 -0.67904 0.76288
H 1.62298 1.41982 -0.50021
H 2.37893 0.21871 -1.43972
H 0.77341 -1.98001 -2.04763
H 1.93912 -2.40283 -2.76878
O 1.12538 -2.80796 -2.34247

---

[3]
# C30H43As2KN3O5

A structure of composition C30H43As2KN3O5 (ωB97M-V with the def2-TZVPD basis set, OMol25).

The LUMO energy comes out at 0.08165 Ha. Its net charge is -1. Its spin multiplicity is 1. The calculation puts the frontier orbital gap at 5.96 eV. The energy above the lowest of the compared OMol25 structures with the same formula, charge and spin is 5.6 kcal/mol. The value obtained for the electronic energy is -6780.94867 Eh.

Geometry (Å):
K 0.05560 -0.66250 0.38754
O -1.99767 -2.37871 2.55326
C -0.77112 -2.89808 2.38410
O 0.14701 -2.68283 3.12651
C -0.66994 -3.71921 1.10464
O 0.64060 -3.56751 0.60835
C 0.81038 -3.98720 -0.75028
C 0.43165 -2.89799 -1.78283
O 1.09158 -2.87115 -2.83392
O -0.50052 -2.14005 -1.43159
H -1.95331 -1.71668 3.27565
H -1.40824 -3.37202 0.37923
H -0.87798 -4.77093 1.35591
H 0.22233 -4.89005 -0.95594
H 1.86680 -4.23036 -0.86003
N 2.43615 -0.72746 2.21133
C 2.65723 0.00905 3.39544
C 3.95687 0.05183 3.89690
C 4.26732 0.74486 5.05543
C 3.26422 1.40829 5.73948
C 1.97296 1.37029 5.23514
C 1.62585 0.69567 4.06744
C 0.19996 0.79838 3.60886
C -0.79582 0.48500 4.54735
C -2.13372 0.70458 4.24981
C -2.46399 1.27110 3.02032
C -1.45190 1.52569 2.10175
C -0.07600 1.29281 2.32188
H 3.08277 -1.49998 2.12121
H 1.50096 -1.10848 2.21536
H 4.73318 -0.48184 3.35809
H 5.28952 0.75694 5.41429
H 3.48194 1.95867 6.64619
H 1.18876 1.91048 5.75281
H -0.51677 0.06468 5.50970
H -2.89814 0.47273 4.98523
H -3.49757 1.49314 2.76573
H -1.76606 1.94169 1.14033
C -0.95862 1.68708 -3.77601
As -0.99382 1.45365 -1.83221
C 0.04011 3.02191 -1.29562
C -2.82563 2.10643 -1.49409
C -3.21530 3.39765 -1.83250
C -4.49038 3.85793 -1.54417
C -5.38990 3.01667 -0.91214
C -5.01944 1.72022 -0.58712
C -3.74169 1.24669 -0.87668
As -3.17697 -0.60087 -0.40595
C -4.87744 -1.23833 0.34542
C -3.37986 -1.38946 -2.19264
H -1.24173 2.70191 -4.06036
H -1.64498 0.97170 -4.22670
H 0.05705 1.47625 -4.10986
H -0.40691 3.95446 -1.63979
H 1.02987 2.90292 -1.73815
H 0.13635 3.00768 -0.20941
H -2.50742 4.05843 -2.32168
H -4.77605 4.87020 -1.80424
H -6.38619 3.36797 -0.66869
H -5.74008 1.07821 -0.09819
H -5.71829 -1.09708 -0.33431
H -5.06303 -0.71808 1.28527
H -4.76424 -2.30120 0.56224
H -4.31398 -1.07048 -2.65542
H -3.35184 -2.47158 -2.06843
H -2.51513 -1.11166 -2.79082
C 4.12036 -1.59469 -2.48310
C 3.58912 -0.33280 -3.16912
C 3.32510 -0.63572 -4.64026
C 4.59105 0.80705 -3.02893
N 2.28692 0.12020 -2.63221
N 2.19160 0.21572 -1.22039
H 5.01694 -1.94705 -2.99866
H 3.37072 -2.38613 -2.51521
H 4.41280 -1.40580 -1.44707
H 4.24568 -0.93500 -5.14510
H 2.92190 0.24322 -5.14600
H 2.60567 -1.45097 -4.73290
H 5.54446 0.54756 -3.49357
H 4.79488 1.03086 -1.97940
H 4.20470 1.70995 -3.50285
H 1.59156 -0.58007 -2.88930
H 2.73446 0.97964 -0.83661
H 2.54275 -0.63802 -0.77771